1.
C40H40BF3FeN7S | ωB97M-V/def2-TZVPD

Element x y z (Å)
Fe -0.17994 0.18756 -0.39723
C -4.65625 1.55162 2.77627
C -3.96013 1.42799 1.46860
C -4.43052 1.69239 0.19883
C -3.35891 1.40463 -0.66766
N -2.31856 0.99609 0.06817
N -2.68378 1.00659 1.35754
B -1.74824 0.50348 2.47953
N -0.45135 1.33654 2.39777
N 0.00857 1.70202 1.19559
C 0.92296 2.66281 1.35789
C 1.07660 2.89811 2.73241
C 0.18872 2.04256 3.35633
C -0.04940 1.88830 4.81396
C 1.49401 3.34959 0.21392
C 0.90293 3.19213 -1.04342
C 1.39606 3.85643 -2.14680
C 2.48459 4.70369 -2.01579
C 3.07213 4.87760 -0.77302
C 2.58553 4.20796 0.33290
N -1.48874 -0.98652 2.15117
N -1.22731 -1.32529 0.88482
C -1.21821 -2.65886 0.79159
C -1.45521 -3.19576 2.06711
C -1.63401 -2.10359 2.89854
C -1.91338 -2.10064 4.35969
C -1.12659 -3.31126 -0.50311
C -0.77430 -4.65444 -0.64438
C -0.81420 -5.25728 -1.88736
C -1.20831 -4.54020 -3.00815
C -1.52260 -3.19520 -2.88476
C -1.48452 -2.58725 -1.64736
C -3.31702 1.50669 -2.11364
C -2.18485 1.15890 -2.86076
C -2.17977 1.26865 -4.23679
C -3.30151 1.72888 -4.91125
C -4.42944 2.08146 -4.18540
C -4.43747 1.97228 -2.81115
H -5.65927 1.94235 2.62904
H -4.10318 2.22157 3.43276
H -4.72134 0.58038 3.26505
H -5.41151 2.03616 -0.05455
H -2.24732 0.62039 3.54391
H 1.73027 3.60577 3.19694
H 0.66143 2.50714 5.35540
H 0.07890 0.85136 5.11738
H -1.06015 2.19518 5.07890
H 0.01803 2.56344 -1.13115
H 0.92383 3.72028 -3.10925
H 2.87034 5.22799 -2.87758
H 3.91811 5.53965 -0.66744
H 3.05551 4.34612 1.29385
H -1.50312 -4.23040 2.34201
H -2.02276 -3.12608 4.70510
H -2.82953 -1.55467 4.57883
H -1.09789 -1.62742 4.90692
H -0.47294 -5.22843 0.22107
H -0.55500 -6.30164 -1.98455
H -1.27552 -5.02693 -3.96918
H -1.82224 -2.62379 -3.74974
H -1.78644 -1.54897 -1.53262
H -1.28239 0.79427 -2.35364
H -1.29460 0.99505 -4.79387
H -3.29296 1.82327 -5.98724
H -5.30919 2.44333 -4.69734
H -5.32340 2.25245 -2.26468
F 4.95609 2.08351 -0.08458
C 5.16547 0.82751 0.35165
F 6.23104 0.90778 1.16882
F 5.58034 0.12612 -0.72039
C 3.97129 0.22876 1.02577
C 4.02348 -0.03818 2.38685
C 2.87470 -0.62303 2.98121
C 1.78246 -0.88277 2.20995
N 1.69337 -0.58970 0.89705
C 2.81798 -0.05582 0.30877
S 2.60384 0.37462 -1.38186
H 4.91043 0.15850 2.96151
H 2.87755 -0.86109 4.03148
H 0.90764 -1.35627 2.63033
C 2.56500 -3.29538 -3.33815
C 3.02367 -2.31742 -2.25405
C 3.25780 -3.06225 -0.94081
C 1.97603 -1.21853 -2.10589
H 3.22547 -4.15864 -3.37146
H 2.56878 -2.81877 -4.31568
H 1.55535 -3.63998 -3.12512
H 3.96044 -1.84511 -2.56643
H 2.32411 -3.47712 -0.56009
H 3.67102 -2.39996 -0.18383
H 3.96338 -3.87669 -1.09903
H 1.14279 -1.57126 -1.48095
H 1.60722 -0.90536 -3.08401

The calculation puts the HOMO energy (alpha / beta) at -6.734 / -6.330 eV. The spin multiplicity is 2. The orbital gap (alpha / beta) is 6.7 / 6.3 eV. For the calculated total energy, the calculation gives -106613.4712 eV. Its maximum force is 2.95 eV Å⁻¹.

2.
C40H40CeN7O3S5 | ωB97M-V/def2-TZVPD

Element x y z (Å)
Ce 0.69838 -0.52069 -0.17745
C 2.96581 -1.24097 -4.28263
C 2.38462 -1.63286 -2.96613
N 1.61453 -0.73417 -2.34773
N 1.13532 0.29709 -3.12475
C 1.13325 1.56031 -2.72887
S 1.53753 2.23668 -1.14966
S 0.41920 2.67796 -3.99888
C 0.38495 1.72955 -5.58108
C -1.05660 1.30230 -5.88552
C -1.43580 0.03388 -5.43796
C -2.75080 -0.36629 -5.41262
C -3.71518 0.45486 -5.99510
C -3.33139 1.70780 -6.52417
C -2.01701 2.12911 -6.45409
C 2.82935 -2.90499 -2.39895
C 3.89985 -3.65346 -2.95866
C 4.45954 -4.73114 -2.29130
C 4.03020 -5.09881 -1.01895
C 3.00064 -4.40281 -0.40594
C 2.38184 -3.33107 -1.07573
O 1.38693 -2.63275 -0.56519
H 2.38788 -0.38237 -4.66343
H 2.99637 -2.00695 -5.07763
H 3.98348 -0.86053 -4.21628
H 1.00742 0.84658 -5.53799
H 0.73881 2.34297 -6.41191
H -0.68040 -0.57870 -4.93649
H -3.00465 -1.31814 -4.93335
H -4.72663 0.11475 -6.17146
H -4.10224 2.41273 -6.81834
H -1.69795 3.07904 -6.85427
H 4.29590 -3.36863 -3.95116
H 5.23617 -5.28632 -2.78310
H 4.58289 -5.87326 -0.46420
H 2.69310 -4.54081 0.61733
O -1.13755 -1.54816 0.68164
S -2.26175 -2.46854 1.08185
C -3.86073 -1.62704 0.58765
C -3.91048 -0.24629 1.13366
C -4.67084 0.75730 0.23069
C -3.94910 1.09906 -1.06331
S -2.23074 1.83732 -0.99450
O -1.25135 0.86413 -0.38583
C -2.53767 3.13133 0.21704
C -3.36597 4.24980 -0.12949
C -3.57185 5.23772 0.80059
C -2.99378 5.12934 2.08951
C -2.20193 4.07028 2.42523
C -2.00755 3.04772 1.51494
C -2.50452 -2.33286 2.87546
C -3.39483 -3.23049 3.41741
C -4.04963 -2.89998 4.61004
C -3.68193 -1.71810 5.27368
C -2.61314 -0.93150 4.81509
C -1.94732 -1.28678 3.61818
H -4.67719 -2.23796 0.98104
H -3.89611 -1.64913 -0.51918
H -2.88007 0.14517 1.29914
H -4.40160 -0.22904 2.11380
H -4.86026 1.67704 0.79583
H -5.61252 0.27875 -0.05426
H -4.52446 1.71611 -1.73574
H -3.75405 0.15124 -1.59032
H -3.74715 4.33000 -1.13979
H -4.20426 6.05369 0.48727
H -3.13839 6.00548 2.71925
H -1.71856 3.94067 3.40314
H -1.47854 2.14771 1.79528
H -3.61403 -4.20384 2.95346
H -4.81890 -3.52399 5.06593
H -4.24934 -1.42624 6.14944
H -2.30932 -0.01366 5.34625
H -1.16659 -0.69420 3.21116
N 1.49475 -1.59238 2.03687
C 2.04948 -2.20539 2.85915
C 2.73916 -2.93187 3.79680
C 2.41441 -4.25249 4.09922
N 2.20828 -5.41920 4.23197
C 3.78273 -2.33517 4.49615
N 4.68611 -1.82842 5.04852
S 3.87528 0.24650 0.33129
C 4.18719 1.15744 1.73597
N 4.78132 0.54850 2.76597
C 5.23001 1.20676 3.99058
C 4.71613 2.64213 4.10771
C 4.69449 3.30398 2.73949
N 3.93185 2.47211 1.82137
H 5.04268 -0.42205 2.57272
H 6.32991 1.18793 4.02022
H 4.80911 0.62373 4.81329
H 5.33838 3.28808 4.74714
H 3.67929 2.60699 4.52315
H 5.71511 3.46787 2.37511
H 4.23331 4.30961 2.82609
H 3.58971 2.86343 0.96365

The calculation puts the HOMO energy (alpha / beta) at -7.042 / -7.060 eV. The spin multiplicity is 2. The orbital gap (alpha / beta) is 6.9 / 6.9 eV. For the calculated total energy, the calculation gives -125807.3151 eV. Its maximum force is 5.00 eV Å⁻¹. The energy above the lowest of the compared OMol25 structures with the same formula, charge and spin is 0.0 kcal/mol.

3.
C40H40CsN11S2Sb2Se4 | ωB97M-V/def2-TZVPD

Element x y z (Å)
Cs -0.21207 0.91295 0.45024
N -0.24640 -2.99640 3.76222
C -0.32996 -2.16033 2.61386
N 0.60552 -1.08139 2.60618
C 0.89672 -0.52056 3.73806
N 1.69557 0.59837 3.88563
N 2.03543 1.15420 2.74130
C 2.84459 2.17288 2.81176
C 3.29517 2.85930 1.62775
C 4.19756 3.93943 1.76242
C 4.67890 4.57419 0.64250
C 4.26686 4.13909 -0.61575
C 3.36975 3.08302 -0.66148
N 2.87779 2.46292 0.40731
C 0.41543 -1.08807 5.01913
C 0.55278 -0.43955 6.24175
C 0.13417 -1.04149 7.41765
C -0.42343 -2.31908 7.36655
C -0.56595 -2.98251 6.16498
C -0.15137 -2.37087 4.97595
H -0.82180 -3.83326 3.68021
H -0.23817 -2.77365 1.72340
H 3.21468 2.50406 3.78387
H 4.50101 4.25161 2.75376
H 5.36999 5.40460 0.74068
H 4.63011 4.59825 -1.52582
H 3.01034 2.71675 -1.61853
H 1.00592 0.54220 6.24365
H 0.23716 -0.52628 8.36464
H -0.76291 -2.79631 8.27913
H -1.01878 -3.96574 6.11948
C -0.19943 -1.44821 -4.47142
C -1.04852 -0.25803 -4.70878
N -1.25985 0.31050 -5.85686
N -2.12671 1.32337 -5.55954
C -2.46521 1.40235 -4.25835
S -3.57105 2.44167 -3.55724
N -1.73633 0.38446 -3.71127
N -1.69360 0.09275 -2.34779
H 0.14549 -1.82102 -5.43293
H -0.76393 -2.22572 -3.95382
H 0.65819 -1.20630 -3.84117
H -2.50476 1.90940 -6.27868
H -0.84626 -0.45628 -2.17509
H -2.48393 -0.51374 -2.10119
Se -2.17255 -5.24928 1.97051
Sb -3.40653 -3.27698 1.19437
Se -2.21916 -1.33727 2.43166
Se -2.99678 -2.90746 -1.21609
Se -5.72978 -3.07907 1.80597
C 0.89594 -5.16733 -0.58183
C 1.24236 -3.74115 -0.84798
C 2.45521 -3.07835 -0.95515
C 2.12189 -1.73358 -1.19620
N 0.80285 -1.58344 -1.23892
N 0.29379 -2.81260 -1.02088
C 3.03091 -0.55842 -1.35869
H 1.76633 -5.69658 -0.19559
H 0.56339 -5.66609 -1.49472
H 0.08432 -5.24033 0.14715
H 3.43860 -3.50293 -0.83803
H -0.73596 -2.94167 -0.99717
H 4.07075 -0.88652 -1.36965
H 2.91368 0.15282 -0.53836
H 2.83144 -0.02730 -2.29304
S 0.26126 3.11005 -2.48584
Sb 0.42062 5.17725 -1.63482
C -1.37981 6.24874 -1.81041
C -2.36368 5.71764 -2.63438
C -3.57544 6.38620 -2.76770
C -3.79340 7.57226 -2.08500
C -2.81040 8.09462 -1.25228
C -1.60191 7.42952 -1.10586
C 0.90915 5.48987 0.39559
C 1.76628 6.51819 0.76836
C 2.02465 6.74030 2.11422
C 1.44639 5.92791 3.07894
C 0.60199 4.89203 2.70705
C 0.32389 4.68273 1.36451
C 1.82514 6.34929 -2.70724
C 2.74868 5.68265 -3.50563
C 3.67495 6.40427 -4.24607
C 3.67874 7.79037 -4.18989
C 2.74985 8.45974 -3.40430
C 1.82043 7.73975 -2.66705
H -2.21630 4.76766 -3.13886
H -4.34475 5.95220 -3.39409
H -4.74115 8.08738 -2.18425
H -2.99231 9.01091 -0.70406
H -0.85094 7.81743 -0.42536
H 2.25465 7.12912 0.01754
H 2.69805 7.53679 2.40686
H 1.67014 6.08809 4.12617
H 0.17601 4.23548 3.45424
H -0.34819 3.88230 1.07528
H 2.71513 4.59906 -3.55558
H 4.38754 5.88419 -4.87383
H 4.40093 8.35394 -4.76777
H 2.74398 9.54217 -3.37212
H 1.08117 8.26967 -2.07536

The calculation puts the HOMO energy at -1.955 eV. Its net charge is -2. The orbital gap is 4.9 eV. For the calculated total energy, the calculation gives -355203.5369 eV. Its maximum force is 0.22 eV Å⁻¹. The energy above the lowest of the compared OMol25 structures with the same formula, charge and spin is 15.9 kcal/mol.

4.
C40H40N7O16PS | ωB97M-V/def2-TZVPD

Element x y z (Å)
N 5.47796 -3.29344 1.05253
C 4.66344 -4.40112 0.51971
C 3.38336 -3.84531 -0.19084
C 2.10094 -4.10595 0.63090
O 1.71777 -5.47923 0.34499
C 0.38025 -5.68612 0.09240
O -0.35551 -6.01813 0.98251
P 0.83880 -2.80004 0.30273
O 0.32333 -2.80005 -1.21091
O -0.40902 -2.89061 1.31240
S 1.71999 -1.08381 0.64574
H 5.66413 -2.68785 0.26036
H 4.84846 -2.72767 1.62259
H 5.20992 -4.98408 -0.22414
H 4.29121 -5.04246 1.32751
H 3.24281 -4.43769 -1.10768
H 3.48278 -2.80585 -0.50970
H 2.34910 -4.02682 1.69850
H -0.02671 -5.54236 -0.92280
H 1.04756 -2.39862 -1.72641
H -1.08351 -2.31057 0.90933
O -3.13507 0.05719 0.65713
N -3.38833 0.94431 1.44623
O -4.47591 1.48986 1.53991
C -2.31846 1.39376 2.34519
C -1.06622 0.81968 2.23479
C -0.04876 1.25535 3.06586
C -0.29394 2.25364 3.99980
C -1.56143 2.81643 4.10703
C -2.58314 2.38688 3.27498
H -0.86559 0.04316 1.51202
H 0.93637 0.81566 2.98198
H 0.50377 2.59748 4.64603
H -1.74891 3.59100 4.83581
H -3.56701 2.82670 3.35667
O -2.31378 -2.35979 -2.57204
N -1.73869 -3.27274 -3.13234
O -0.79632 -3.87994 -2.66898
C -2.21746 -3.66016 -4.47091
C -3.26635 -2.96341 -5.04308
C -3.69714 -3.31802 -6.31197
C -3.08033 -4.36183 -6.98944
C -2.03424 -5.05758 -6.39703
C -1.59709 -4.70632 -5.12935
H -3.74649 -2.15124 -4.51636
H -4.51262 -2.77830 -6.77422
H -3.41537 -4.63343 -7.98244
H -1.55697 -5.87238 -6.92504
H -0.78082 -5.24572 -4.66987
O -11.46512 1.07155 5.16743
N -10.96630 2.07664 4.69989
O -11.45670 3.18698 4.76996
C -9.68192 1.93948 3.99704
C -9.11315 0.68481 3.86733
C -7.91364 0.55663 3.18449
C -7.29423 1.67694 2.64382
C -7.87530 2.93071 2.79226
C -9.07595 3.06664 3.47142
H -9.59241 -0.18797 4.28662
H -7.46097 -0.41939 3.07043
H -6.35843 1.57279 2.10599
H -7.39193 3.80365 2.37386
H -9.52679 4.04218 3.58260
O -0.15041 7.66397 5.68193
N -0.42662 6.79564 4.88068
O -0.61892 5.62762 5.16466
C -0.53331 7.17654 3.46419
C -0.28735 8.48758 3.09734
C -0.36695 8.83728 1.75888
C -0.69347 7.87922 0.80763
C -0.94674 6.56932 1.19322
C -0.86645 6.21187 2.52959
H -0.03335 9.23342 3.83652
H -0.17141 9.85718 1.45643
H -0.74961 8.15426 -0.23786
H -1.20337 5.82505 0.45139
H -1.06065 5.19092 2.82733
O 2.54799 -1.64192 -4.01627
N 2.32346 -2.51607 -4.83263
O 2.19489 -3.69219 -4.55795
C 2.19697 -2.12193 -6.24225
C 2.37099 -0.79421 -6.58942
C 2.27241 -0.42968 -7.92272
C 1.99847 -1.38988 -8.88797
C 1.81683 -2.71730 -8.52166
C 1.91669 -3.08936 -7.19076
H 2.58393 -0.04667 -5.83892
H 2.41207 0.60363 -8.20997
H 1.92729 -1.10303 -9.92933
H 1.60082 -3.46300 -9.27480
H 1.77819 -4.12257 -6.90677
O 6.55677 -0.88089 0.54493
N 6.33143 -0.03191 1.38628
O 5.27321 0.54935 1.51458
C 7.42029 0.31282 2.31153
C 8.64756 -0.30893 2.16977
C 9.67865 0.03449 3.02974
C 9.47139 0.98703 4.01877
C 8.23000 1.59499 4.15408
C 7.19545 1.25818 3.29588
H 8.80886 -1.05062 1.40102
H 10.64558 -0.43923 2.92710
H 10.28006 1.25710 4.68590
H 8.06963 2.33447 4.92699
H 6.23078 1.73341 3.39975

The calculation puts the HOMO energy at -8.466 eV. The orbital gap is 7.6 eV. For the calculated total energy, the calculation gives -105427.4553 eV. Its maximum force is 3.56 eV Å⁻¹.

5.
C40H40N8 | ωB97M-V/def2-TZVPD

Element x y z (Å)
C -0.47719 -2.76889 -0.46877
C 0.84517 -2.69010 0.08871
C 1.53989 -1.53335 0.06879
N 1.01268 -0.37748 -0.43144
C -0.21437 -0.41573 -1.02715
C -1.01775 -1.55848 -1.04255
H -1.28069 -3.55155 -0.54188
H 1.23319 -3.61674 0.73895
H 2.66312 -1.40968 0.28847
H -0.82607 0.30204 -1.55635
H -1.93330 -1.48259 -1.52078
C 5.25007 1.60198 1.83584
C 3.96993 1.07837 1.42868
C 2.73048 1.41425 2.03362
N 2.76416 2.01966 3.24658
C 3.89209 2.51697 3.70774
C 5.17212 2.33629 3.07003
H 6.17344 1.65020 1.38739
H 3.90332 0.46606 0.48758
H 1.75899 1.05215 1.75384
H 3.98318 2.91085 4.62480
H 6.03935 2.54872 3.57036
C -5.34103 -3.97781 -0.14987
C -4.32652 -3.14065 0.15539
C -4.63882 -1.92886 0.67171
N -5.90676 -1.42918 0.99824
C -6.90692 -2.29187 0.60782
C -6.70033 -3.53516 0.11046
H -5.24768 -4.96189 -0.42896
H -3.47021 -3.20996 -0.17168
H -3.77813 -1.37323 1.02605
H -7.84553 -1.83129 0.85500
H -7.60847 -3.94915 -0.23440
C -2.13337 2.66351 3.86327
C -3.45900 2.22224 3.70904
C -3.87031 1.69262 2.53190
N -3.01161 1.63701 1.44951
C -1.67630 2.13574 1.60187
C -1.18126 2.60290 2.80031
H -2.11233 3.22215 4.84678
H -4.12920 2.18039 4.67625
H -4.81916 1.21404 2.39477
H -1.20233 2.26178 0.50241
H -0.11238 2.95594 2.87916
C -5.33513 2.51140 -2.47209
C -4.79941 2.66129 -3.76822
C -3.59415 2.03756 -4.01100
N -2.99203 1.19728 -3.24636
C -3.50295 1.09914 -2.04892
C -4.65164 1.65676 -1.52183
H -6.11119 2.91507 -2.11589
H -5.24197 3.15222 -4.60396
H -3.14450 2.15800 -5.00423
H -3.03372 0.22262 -1.56104
H -5.20999 1.52348 -0.54510
C 5.05679 -3.68752 3.53281
C 5.22219 -2.24218 3.76345
C 4.08576 -1.49513 3.85252
N 2.80443 -1.98590 3.49181
C 2.70261 -3.30863 3.28770
C 3.79628 -4.18871 3.29850
H 5.85743 -4.33189 3.47498
H 6.26008 -1.70337 3.63320
H 4.17450 -0.37870 4.00150
H 1.92510 -3.81392 2.81442
H 3.87319 -5.19318 2.91756
C 0.40656 4.92869 -0.84956
C 0.27001 3.52175 -1.21857
C 0.15688 3.20731 -2.60112
N 0.29983 4.06400 -3.55076
C 0.36758 5.37611 -3.17514
C 0.41670 5.81227 -1.86496
H 0.42003 5.14707 0.15156
H 0.27623 2.78388 -0.41550
H 0.16682 2.17344 -2.87651
H 0.21418 6.06619 -4.00671
H 0.44385 6.90147 -1.50463
C 2.63832 -2.50197 -4.22135
C 3.43177 -3.34762 -5.03820
C 4.62778 -3.89352 -4.53902
N 5.10923 -3.51728 -3.30154
C 4.45485 -2.66055 -2.50480
C 3.17637 -2.19509 -2.91315
H 1.62492 -2.29953 -4.33032
H 3.02145 -3.52107 -5.97648
H 5.11963 -4.57073 -5.10391
H 4.86845 -2.49599 -1.56370
H 2.64272 -1.43676 -2.20292

The calculation puts the HOMO energy at -9.127 eV. The orbital gap is 9.6 eV. For the calculated total energy, the calculation gives -54039.2433 eV. Its maximum force is 9.40 eV Å⁻¹. The energy above the lowest of the compared OMol25 structures with the same formula, charge and spin is 207.0 kcal/mol.